No. 1
The following is a DFT calculation (ωB97M-V/def2-TZVPD) of a 8-piece molecular cluster, C47H47NO14 overall.

```
! wB97M-V def2-TZVPD RIJCOSX def2/J DEFGRID3
* xyz 0 1
O -4.8665 2.7373 -0.2676
C -4.6224 1.4839 -0.4052
C -4.2992 0.7772 0.6356
C -4.1701 -0.7389 0.6275
C -4.4509 -1.4024 -0.6644
O -4.3740 -2.7932 -0.7207
C -4.6436 -0.5836 -1.8356
C -4.8022 0.8444 -1.6724
H -4.8442 3.2637 0.3587
H -4.0969 1.2349 1.7013
H -3.7841 -1.2180 1.3822
H -4.5175 -2.9363 -1.6795
H -4.7775 -1.1494 -2.8787
H -5.1762 1.4779 -2.5111
O 6.9224 -3.9862 0.8648
C 6.0793 -3.0909 1.5545
C 4.7247 -3.4388 1.5413
C 3.7121 -2.5919 2.2307
C 4.2563 -1.4705 2.8936
O 3.4547 -0.7353 3.6375
C 5.5693 -1.2343 2.8331
C 6.5872 -1.9766 2.3265
H 7.7529 -3.8221 0.6954
H 4.2675 -4.2531 1.0522
H 2.6237 -3.0162 2.3057
H 2.5407 -1.1727 4.0715
H 6.1222 -0.4014 3.4433
H 7.5650 -1.6343 2.1665
O 0.6976 -0.9526 3.2197
C -0.1678 -0.2391 3.9330
C 0.3706 0.8269 4.6355
C -0.7810 1.7211 5.4678
C -2.1420 1.2213 5.4129
O -3.1473 2.0146 5.9078
C -2.4534 0.0721 4.7426
C -1.4737 -0.6469 3.9657
H 0.5265 -1.2832 2.4142
H 1.2593 1.2226 4.4474
H -0.3785 2.3988 5.8265
H -2.9316 2.1081 6.8957
H -3.4577 -0.1681 4.5860
H -1.7563 -1.5775 3.7030
O -2.6178 3.1839 -2.9933
C -3.3734 3.3075 -4.0638
C -2.9233 2.6927 -5.2647
C -3.6762 2.6768 -6.4673
C -4.8696 3.3734 -6.3708
O -5.5363 3.4430 -7.5949
C -5.3776 3.9925 -5.2674
C -4.6425 3.8593 -4.0973
H -2.8652 3.6276 -2.2073
H -2.0610 2.2345 -5.3053
H -3.3107 2.2595 -7.4662
H -5.4304 4.3381 -7.7960
H -6.4250 4.3098 -5.2971
H -5.2083 4.3765 -3.2594
O -1.9084 -3.1790 1.2691
C -1.5657 -4.2726 1.8962
C -0.8016 -4.2916 3.1035
C -0.5709 -5.5520 3.7970
C -1.0807 -6.7805 3.1471
O -0.7472 -7.9601 3.7382
C -1.6916 -6.7591 1.9309
C -2.0017 -5.4636 1.3146
H -2.5254 -3.2517 0.6239
H -0.3904 -3.3748 3.5109
H 0.2917 -5.5345 4.4457
H -0.7171 -7.8811 4.8277
H -1.9893 -7.6237 1.2766
H -2.4861 -5.5780 0.3497
O 0.4985 -2.0363 0.7577
C 0.3644 -0.9519 -0.1423
C 1.5912 -0.6716 -0.8978
C 1.5317 0.5442 -1.7618
C 0.3149 1.1064 -2.0747
O 0.1352 2.1246 -2.9619
C -0.8874 0.8096 -1.3192
C -0.7951 -0.1656 -0.2598
H -0.1571 -2.7828 0.5580
H 2.5175 -1.2861 -0.6465
H 2.4778 0.9029 -2.5990
H -0.6799 2.4000 -2.9484
H -1.8244 1.4408 -1.5132
H -1.5336 -0.4008 0.3145
O 3.4883 4.5071 5.5023
C 3.1945 4.2700 4.1940
C 4.0386 3.4990 3.4137
C 3.6101 3.0427 1.9632
C 2.3599 3.5484 1.5651
O 1.7555 3.0046 0.4518
C 1.6672 4.4689 2.3697
C 2.0977 4.9097 3.6134
H 2.9364 5.3361 5.8498
H 4.8393 3.0057 3.7565
H 4.1181 2.2398 1.5041
H 2.5290 2.4733 -0.1515
H 0.7649 4.8787 1.8867
H 1.3284 5.6276 4.0234
C 3.9065 -0.2757 -5.6122
C 2.8499 0.4875 -6.1556
C 2.6976 0.7362 -7.4562
N 3.4895 0.2245 -8.3446
C 4.5143 -0.5139 -7.9246
C 4.7770 -0.8353 -6.6054
H 4.1974 -0.4081 -4.7170
H 2.1674 0.8437 -5.3795
H 1.9362 1.4067 -7.6894
H 5.1738 -1.1075 -8.5724
H 5.5930 -1.4670 -6.6150
*
```

Values from the calculation:
**HOMO**: -7.687 eV
**Energy relative to the best compared isomer or geometry (same formula, charge and spin)**: 97.5 kcal/mol
**Maximum force**: 19.42 eV/A
**Orbital gap**: 7.88 eV
**Structure (SMILES)**: Oc1ccc(O)cc1.Oc1ccc(O)cc1.Oc1ccc(O)cc1.Oc1ccc(O)cc1.Oc1ccc(O)cc1.Oc1ccc(O)cc1.Oc1ccc(O)cc1.c1ccncc1
**Total energy**: -2926.67183 a.u.

No. 2
The following is a DFT calculation (ωB97M-V/def2-TZVPD) of C47H48NO4PdS2 as an isolated structure.

```
! wB97M-V def2-TZVPD RIJCOSX def2/J DEFGRID3
* xyz -1 1
Pd -0.6739 -1.4193 -1.0500
O -0.6873 0.9338 -2.0622
S -0.9704 2.3842 -1.9532
C -1.8095 2.7488 -0.3762
C -1.1910 2.1470 0.8849
C -1.6232 0.7097 1.1863
C -3.1185 0.5450 1.4306
S -3.8993 -0.5330 0.1103
O -2.9468 -0.5689 -1.0417
C -5.2033 0.5917 -0.3967
C -6.3409 0.7240 0.3854
C -7.3394 1.6076 -0.0038
C -7.2019 2.3391 -1.1746
C -6.0814 2.1639 -1.9725
C -5.0796 1.2776 -1.5903
C 0.6120 3.0945 -1.4927
C 0.7729 4.4491 -1.2348
C 2.0400 4.9404 -0.9520
C 3.1349 4.0840 -0.9546
C 2.9645 2.7378 -1.2361
C 1.6964 2.2353 -1.5082
H -2.8361 2.4143 -0.5334
H -1.8176 3.8429 -0.3507
H -1.4504 2.7978 1.7284
H -0.1001 2.1602 0.7975
H -1.0578 0.3406 2.0396
H -1.3040 0.0753 0.3414
H -3.6725 1.4864 1.4502
H -3.3241 0.0009 2.3544
H -6.4359 0.1357 1.2934
H -8.2299 1.7212 0.6024
H -7.9741 3.0399 -1.4687
H -5.9872 2.7156 -2.9001
H -4.2059 1.0879 -2.2067
H -0.0827 5.1174 -1.2476
H 2.1746 5.9916 -0.7264
H 4.1223 4.4699 -0.7288
H 3.8157 2.0656 -1.2385
H 1.5295 1.1806 -1.7170
C -4.4433 -4.4117 2.1683
C -3.0317 -4.3126 2.1962
C -2.3379 -4.0689 1.0448
C -3.0151 -3.8822 -0.1830
C -2.2996 -3.5955 -1.3927
C -3.0156 -3.3608 -2.5476
C -4.4204 -3.3923 -2.5477
C -5.1228 -3.7019 -1.4164
C -4.4333 -3.9625 -0.2101
C -5.1205 -4.2451 0.9970
H -4.9869 -4.6200 3.0827
H -2.4988 -4.4233 3.1332
H -1.2579 -3.9839 1.0527
H -2.4681 -3.1474 -3.4532
H -4.9592 -3.1756 -3.4644
H -6.2074 -3.7362 -1.4299
H -6.2038 -4.3081 0.9786
C 2.4549 -4.4006 -0.5367
C 1.5755 -4.7859 -1.7315
C 1.4409 -6.3186 -1.7933
C 2.1993 -4.2685 -3.0337
C 0.2343 -4.2027 -1.5711
C -0.8673 -3.7174 -1.4387
H 3.4655 -4.8077 -0.6614
H 2.0309 -4.7967 0.3898
H 2.5102 -3.3171 -0.4449
H 2.4167 -6.7789 -1.9918
H 0.7455 -6.6101 -2.5835
H 1.0576 -6.7032 -0.8458
H 3.1260 -4.8106 -3.2537
H 2.4195 -3.2012 -2.9463
H 1.5058 -4.4027 -3.8679
C 2.3011 4.7025 4.5585
C 3.0788 4.2937 3.3308
C 3.9076 5.2182 2.7009
C 4.6059 4.8591 1.5560
C 4.4742 3.5868 1.0287
C 3.6628 2.6359 1.6592
N 3.4630 1.3601 1.1488
C 4.2733 0.6146 0.3050
C 5.6603 0.8052 0.2180
C 6.4356 0.0034 -0.6037
C 5.8544 -0.9985 -1.3688
C 4.4816 -1.1964 -1.2831
C 3.6773 -0.4266 -0.4487
C 2.1843 -0.7610 -0.3584
O 1.5613 -0.3369 0.6554
O 1.6857 -1.3755 -1.3339
C 2.9748 2.9908 2.8358
C 2.1309 1.9625 3.5505
H 2.3915 5.7754 4.7280
H 2.6643 4.1889 5.4528
H 1.2408 4.4608 4.4525
H 3.9940 6.2219 3.1046
H 5.2456 5.5813 1.0603
H 4.9781 3.3269 0.1072
H 2.5403 0.9028 1.2388
H 6.1321 1.5631 0.8283
H 7.5093 0.1602 -0.6388
H 6.4625 -1.6264 -2.0102
H 3.9913 -1.9616 -1.8704
H 2.4559 0.9523 3.3022
H 1.0718 2.0430 3.2759
H 2.1987 2.0876 4.6332
*
```

Values from the calculation:
**HOMO**: -2.576 eV
**Energy relative to the best compared isomer or geometry (same formula, charge and spin)**: 54.3 kcal/mol
**Maximum force**: 1.49 eV/A
**Orbital gap**: 4.78 eV
**Total energy**: -3099.70275 a.u.

Calculated values (eV) of LUMO level for the records, taken in order: 0.19 2.20.